DFT (ωB97M-V with the def2-TZVPD basis set) results for a structure of composition C3H4NiO3.

Last column: Mulliken spin population.
Element x y z (Å)
C 2.2327 -1.0397 -0.7095  -0.162
C 1.4868 -1.2851 0.4360  0.696
H 1.7398 -0.8541 -1.6748  0.021
H 1.8201 -2.1316 1.0548  0.053
H 3.3149 -1.2394 -0.7075  0.034
O -0.7763 1.4423 0.1145  0.038
C -1.4758 0.4157 0.3220  -0.006
O -0.9586 -0.6654 0.7210  0.088
O -2.7910 0.4404 0.1869  0.005
Ni 0.7883 0.5175 0.8595  1.232
H -3.0197 0.5270 -0.7481  0.000

Multiplicity   3
ΔE to the lowest compared entry with this formula, charge and spin   115.8 kJ/mol



DFT (ωB97M-V with the def2-TZVPD basis set) results for a cluster of 3 separate species, C21H29Cl3N2O2S in total.

Last column: natural (NBO) charge in e.
Element x y z (Å)
C -3.7460 5.8324 2.0468  -0.626
C -2.9730 4.4944 2.5163  -0.420
C -3.7325 3.1558 1.9730  -0.402
C -3.0323 2.6886 0.5958  -0.408
C -1.4850 2.2140 0.7859  -0.407
C -1.4508 0.5957 0.7810  -0.445
C 0.0338 0.0241 0.4420  0.005
C 1.1105 0.3368 1.5447  -0.205
C 2.5564 -0.2176 1.3138  0.108
N 3.6379 0.0058 2.2606  -0.559
S 4.9285 -0.8481 1.4946  0.846
N 4.2408 -1.4754 0.0698  -0.594
C 2.8592 -1.0588 -0.0059  0.120
C 1.8058 -1.3567 -1.1611  -0.084
C 2.1627 -2.1966 -2.4579  -0.069
Cl 0.9878 -3.5355 -2.9727  -0.025
C 3.3100 -2.0242 -3.2779  0.045
C 4.3886 -0.8859 -2.9663  -0.678
Cl 3.5514 -3.1567 -4.7119  -0.006
C 0.3659 -0.7795 -0.8874  0.014
Cl -1.0217 -0.9939 -2.0653  0.020
H -4.8444 5.5746 1.8280  0.208
H -3.2363 6.3061 1.1355  0.206
H -3.7074 6.6084 2.8936  0.210
H -3.0028 4.4591 3.6676  0.202
H -1.8998 4.5738 2.1308  0.200
H -3.7662 2.3442 2.7794  0.214
H -4.8235 3.4227 1.6938  0.229
H -3.6699 1.8561 0.1057  0.210
H -2.9858 3.5914 -0.1291  0.206
H -0.8506 2.5999 -0.0972  0.214
H -1.0606 2.5601 1.7914  0.212
H -2.2645 0.1072 0.1478  0.235
H -1.6328 0.2751 1.8820  0.222
H 0.8791 0.9294 2.4925  0.249
H 4.9317 -0.6595 -3.9567  0.248
H 5.1896 -1.3366 -2.2651  0.263
H 3.9481 0.0942 -2.5811  0.246
C -8.0474 0.6990 2.7333  -0.721
C -6.6164 0.5893 2.2782  0.603
C -6.0862 -0.7887 1.9834  -0.721
O -5.9143 1.5774 2.1530  -0.556
H -8.2920 1.7490 2.9083  0.237
H -8.7138 0.3081 1.9614  0.232
H -8.1840 0.1475 3.6661  0.231
H -6.6656 -1.2456 1.1782  0.233
H -6.1356 -1.4062 2.8829  0.232
H -5.0433 -0.7151 1.6662  0.235
C 6.3109 -4.7386 -3.8909  -0.729
C 7.4944 -3.9322 -3.4269  0.595
C 8.4363 -4.5826 -2.4482  -0.721
O 7.6831 -2.7974 -3.8275  -0.551
H 5.7212 -4.1445 -4.5918  0.245
H 6.6537 -5.6426 -4.3996  0.227
H 5.6815 -4.9994 -3.0370  0.231
H 8.8732 -5.4794 -2.8928  0.229
H 7.9013 -4.8369 -1.5306  0.230
H 9.2411 -3.8858 -2.2027  0.234

Multiplicity   1
SMILES   CCCCCCc1cc2nsnc2c(/C(Cl)=C(\C)Cl)c1Cl.CC(C)=O.CC(C)=O
Calculated total energy   -77717.2224 eV